Density functional theory data (ωB97M-V/def2-TZVPD) for an isolated molecule of C4H11NS2 at a distorted geometry.

Structure (XYZ):
```
18
Properties=species:S:1:pos:R:3:forces:R:3
C -1.28964 -2.24616 -0.37756 3.63 -1.76 -2.93
N -0.43739 -1.24505 0.26253 0.20 -0.94 -2.13
C -0.59083 -0.11268 -0.70210 -0.69 1.12 3.87
C -0.49009 1.21041 0.16854 -3.41 -0.85 -1.79
C 0.72649 1.22742 0.97882 3.57 -0.27 4.54
S 2.41332 0.35666 0.31061 -2.99 0.68 0.48
S 2.85145 1.84098 -1.03077 2.05 0.08 0.90
H -1.31566 -1.99421 -1.50945 -0.17 -0.85 1.83
H -2.20730 -2.08442 0.03132 -3.12 -0.56 0.71
H -0.84657 -3.29882 -0.32293 -1.01 1.22 0.30
H -0.81138 -1.21106 1.19486 0.00 1.32 0.24
H -1.64084 -0.08530 -1.03962 0.49 -0.01 -0.55
H 0.15116 -0.31826 -1.47427 -0.14 0.61 -0.08
H -0.84586 2.03312 -0.56880 1.38 -0.68 1.60
H -1.39408 1.07457 0.94855 1.77 0.54 -1.81
H 1.15657 2.22255 1.39871 -1.03 -1.46 -1.16
H 0.53028 0.61607 2.02980 0.56 1.28 -2.80
H 4.04037 2.01418 -0.29826 -1.09 0.52 -1.23
```
Forces are in eV/Å.

HOMO level: -0.306 Ha
ΔE to the lowest compared entry with this formula, charge and spin: 3.0320 eV
structure (SMILES): CNCCCSS
Kohn-Sham gap: 9.01 eV
2S+1: 1
charge: 0